(1)
{
  "formula": "C30H43As3N6Pt",
  "method": "ωB97M-V/def2-TZVPD",
  "species": ["Pt", "C", "As", "C", "C", "C", "C", "C", "As", "C", "C", "C", "As", "C", "C", "H", "H", "H", "H", "H", "H", "H", "H", "H", "H", "H", "H", "H", "H", "H", "H", "H", "H", "H", "H", "H", "H", "H", "H", "H", "H", "H", "N", "C", "C", "C", "C", "C", "C", "C", "C", "C", "C", "C", "C", "H", "H", "H", "H", "H", "H", "H", "H", "H", "H", "N", "C", "C", "C", "N", "C", "C", "H", "H", "H", "H", "H", "H", "N", "C", "N", "C", "N"],
  "xyz": [[-0.498, -0.891, -0.653], [0.243, -2.567, 3.061], [-0.053, -0.997, 1.960], [-1.725, -0.400, 2.771], [1.161, 0.397, 2.624], [2.650, 0.328, 2.290], [3.277, -0.938, 2.899], [2.898, 0.366, 0.779], [2.110, -1.033, -0.334], [3.201, -2.622, -0.100], [2.759, -0.434, -2.061], [3.352, 1.537, 2.945], [2.951, 3.468, 2.598], [2.311, 3.663, 0.746], [1.239, 3.704, 3.532], [0.230, -2.220, 4.094], [1.172, -3.090, 2.852], [-0.588, -3.253, 2.898], [-1.506, 0.314, 3.564], [-2.225, -1.271, 3.191], [-2.384, 0.055, 2.036], [1.025, 0.391, 3.709], [0.766, 1.336, 2.242], [2.943, -1.833, 2.372], [3.002, -1.037, 3.950], [4.365, -0.903, 2.841], [3.972, 0.326, 0.577], [2.506, 1.290, 0.354], [4.209, -2.276, 0.123], [3.188, -3.180, -1.034], [2.844, -3.273, 0.695], [3.841, -0.311, -2.014], [2.283, 0.505, -2.339], [2.513, -1.186, -2.809], [4.424, 1.454, 2.754], [3.232, 1.467, 4.030], [3.076, 3.354, 0.034], [2.136, 4.728, 0.596], [1.378, 3.131, 0.550], [1.288, 3.237, 4.515], [0.393, 3.296, 2.973], [1.071, 4.769, 3.672], [-0.965, -1.036, -2.868], [-0.291, -0.088, -3.700], [0.359, -0.535, -4.844], [0.980, 0.369, -5.686], [0.953, 1.723, -5.379], [0.324, 2.155, -4.223], [-0.301, 1.256, -3.357], [-0.901, 1.759, -2.097], [-1.598, 2.973, -2.145], [-1.993, 3.631, -0.995], [-1.675, 3.082, 0.238], [-1.033, 1.853, 0.288], [-0.689, 1.132, -0.857], [-0.891, -1.980, -3.233], [-1.937, -0.802, -2.690], [0.349, -1.592, -5.090], [1.479, 0.020, -6.580], [1.417, 2.442, -6.040], [0.336, 3.206, -3.967], [-1.823, 3.399, -3.114], [-2.512, 4.578, -1.059], [-1.944, 3.597, 1.151], [-0.833, 1.436, 1.261], [-6.819, -1.612, -0.533], [-5.496, -1.408, -0.532], [-4.592, -2.422, -0.150], [-3.249, -2.168, -0.148], [-2.730, -0.977, -0.508], [-3.577, -0.003, -0.881], [-4.936, -0.168, -0.906], [-7.204, -2.500, -0.261], [-7.458, -0.880, -0.789], [-4.954, -3.401, 0.136], [-2.543, -2.934, 0.142], [-3.135, 0.946, -1.162], [-5.573, 0.650, -1.214], [0.616, -6.735, 1.933], [0.292, -6.048, 1.064], [-0.085, -5.280, 0.071], [-0.143, -4.083, -0.210], [-0.255, -2.955, -0.549]],
  "forces_ev_per_a": [[1.639, -1.042, 1.423], [0.044, -0.470, -0.656], [-0.860, 1.107, -0.383], [-0.183, -0.157, -0.188], [0.162, -0.008, -0.363], [0.335, -0.254, 0.288], [-0.176, 0.084, -0.161], [-0.459, 0.023, 0.264], [-0.372, 1.109, -1.442], [-0.690, -0.405, 0.060], [-0.125, -0.093, -0.058], [-0.333, 0.124, -0.336], [0.419, 0.396, 0.279], [-0.160, -0.277, 0.051], [-0.130, -0.208, -0.196], [0.014, 0.149, -0.049], [0.017, 0.033, -0.012], [0.004, -0.004, 0.022], [0.058, -0.020, 0.010], [0.029, -0.004, 0.037], [0.068, 0.028, 0.002], [-0.080, -0.063, -0.008], [-0.053, -0.024, 0.081], [0.033, -0.085, 0.124], [0.034, -0.011, 0.014], [0.002, -0.002, -0.039], [-0.015, -0.084, -0.078], [0.023, -0.033, -0.049], [-0.034, 0.115, 0.000], [-0.009, 0.037, -0.016], [0.029, 0.004, 0.010], [0.008, -0.008, 0.043], [0.008, 0.010, 0.063], [0.023, 0.012, 0.006], [0.007, -0.022, -0.003], [0.049, -0.023, 0.011], [0.034, 0.034, 0.014], [-0.003, 0.019, 0.058], [0.013, 0.031, -0.078], [0.007, 0.012, 0.010], [-0.035, 0.026, 0.068], [0.043, 0.017, -0.008], [0.375, 0.410, 1.673], [0.207, 0.064, -0.490], [-0.139, -0.142, 0.068], [0.083, 0.071, -0.007], [-0.057, -0.020, 0.015], [0.048, -0.060, 0.000], [-0.151, 0.010, -0.013], [0.237, -0.093, -0.172], [0.210, 0.046, 0.036], [-0.014, 0.013, 0.040], [0.101, 0.102, -0.080], [-0.147, -0.065, -0.114], [-0.521, 0.093, 0.579], [-0.005, -0.110, 0.216], [-0.131, -0.064, -0.533], [0.004, 0.001, -0.015], [-0.023, -0.013, -0.009], [0.045, -0.013, 0.017], [0.001, 0.008, -0.004], [0.050, 0.041, 0.000], [-0.064, -0.038, -0.010], [0.045, -0.012, 0.019], [-0.177, 0.017, 0.014], [0.134, 0.000, -0.002], [-0.008, 0.029, 0.016], [-0.021, 0.031, 0.029], [-0.207, -0.099, 0.025], [1.149, -0.197, -0.088], [-0.060, 0.254, 0.008], [-0.043, -0.082, 0.029], [-0.056, 0.013, -0.009], [-0.034, -0.023, -0.011], [0.032, 0.000, 0.034], [-0.026, 0.008, -0.061], [-0.054, -0.048, 0.011], [0.042, 0.033, 0.003], [-0.006, 0.007, 0.006], [0.194, 0.294, 0.304], [-0.270, -0.484, -0.685], [0.030, 0.310, 0.508], [-0.158, -0.366, -0.159]],
  "homo_ev": -12.99,
  "relative_energy_kcal_mol": 3.6,
  "charge": 2,
  "energy_ev": -226496.1464
}

(2)
{
  "formula": "C19H21NO5",
  "method": "ωB97M-V/def2-TZVPD",
  "species": ["C", "H", "O", "C", "C", "C", "C", "C", "C", "H", "O", "C", "H", "H", "H", "N", "C", "O", "C", "C", "C", "C", "H", "O", "C", "C", "C", "C", "C", "C", "O", "H", "H", "H", "H", "H", "H", "H", "H", "H", "H", "H", "H", "H", "H", "H"],
  "xyz": [[5.368, 2.533, 0.757], [4.777, 2.878, 1.438], [5.491, 1.220, 0.567], [4.235, 0.443, 0.247], [4.282, -1.091, 0.072], [3.089, -1.751, -0.045], [1.841, -1.174, -0.202], [1.825, 0.375, -0.434], [2.915, 1.132, -0.091], [2.935, 2.134, 0.036], [0.550, 1.087, -0.559], [0.355, 2.382, -0.640], [0.703, 2.502, 0.344], [1.118, 2.865, -1.243], [-0.596, 2.461, -0.903], [0.697, -1.782, -0.584], [0.526, -3.222, -0.434], [1.229, -3.915, 0.069], [-0.828, -3.332, -0.942], [-1.941, -3.118, 0.388], [-2.078, -1.682, 0.508], [-3.284, -1.299, 1.744], [-3.012, -1.809, 2.585], [-3.279, 0.028, 2.078], [-3.165, 0.956, 0.555], [-3.472, 2.135, 0.909], [-3.550, 2.757, -0.187], [-3.150, 2.611, -1.458], [-2.850, 1.101, -1.442], [-2.705, 0.263, -0.373], [-2.272, -0.867, -0.662], [-2.489, 0.712, -2.631], [-3.179, 3.130, -2.274], [-3.892, 3.843, -0.102], [-3.894, 2.399, 1.895], [-4.078, -1.510, 1.182], [-1.070, -1.294, 0.871], [-1.588, -3.676, 1.431], [-2.915, -3.494, 0.000], [-1.363, -2.761, -1.668], [-0.862, -4.585, -0.934], [-0.121, -1.085, -0.807], [3.103, -2.781, -0.097], [5.151, -1.528, 0.466], [6.226, 2.884, 0.873], [5.216, 2.924, -0.302]],
  "forces_ev_per_a": [[-3.115, -1.363, -7.637], [-4.149, 1.795, 4.032], [-3.002, -6.378, -0.176], [-0.668, -1.438, -1.490], [-0.189, 6.949, 1.942], [-1.019, 0.978, -0.386], [1.097, 5.971, -2.116], [-1.496, -0.713, 2.222], [4.282, -4.564, 0.730], [-0.390, 3.086, 0.020], [1.810, -10.247, -1.830], [5.414, 1.835, 1.388], [-0.697, 3.155, 2.078], [-0.281, 0.511, -0.848], [-4.020, 1.481, -0.861], [-0.824, 0.170, 0.152], [-7.019, 11.129, -4.908], [6.319, -6.903, 4.254], [-3.688, -7.539, 3.740], [1.329, -2.202, -1.412], [1.047, 2.877, 5.201], [4.895, 2.291, -2.987], [0.229, -2.094, 1.979], [0.606, 2.190, -2.840], [-0.564, -6.448, 12.927], [-2.056, 0.369, 5.337], [-2.170, 13.393, -4.299], [1.082, -11.614, 4.902], [1.946, 4.238, -8.807], [-0.022, 2.733, -7.034], [1.201, -7.128, 0.197], [-1.019, 0.558, 3.798], [-0.346, 3.162, -4.292], [0.029, -0.847, 0.497], [0.592, -0.098, -0.839], [-3.932, -1.673, -1.502], [-1.385, -0.280, 0.309], [-0.966, 1.690, -2.936], [0.723, -0.479, 0.420], [0.771, 0.021, -0.989], [-0.690, 3.091, -1.219], [2.146, -2.197, 0.348], [0.205, -2.003, 0.180], [1.140, -0.845, -0.160], [7.808, 2.798, 1.799], [-0.962, 0.584, 1.115]],
  "homo_ev": -7.18,
  "relative_energy_kcal_mol": 424.0,
  "energy_ev": -31754.7767
}

(3)
{
  "formula": "C66H46Cl2N4O6",
  "method": "ωB97M-V/def2-TZVPD",
  "species": ["C", "C", "Cl", "C", "Cl", "C", "N", "C", "C", "C", "C", "C", "C", "C", "N", "C", "C", "C", "C", "N", "C", "C", "C", "C", "C", "N", "C", "C", "C", "C", "H", "H", "H", "H", "H", "H", "H", "H", "H", "H", "H", "H", "H", "H", "H", "H", "H", "H", "H", "H", "H", "H", "C", "C", "C", "C", "C", "C", "C", "O", "C", "C", "C", "C", "C", "C", "C", "O", "H", "H", "H", "H", "H", "H", "H", "H", "C", "C", "C", "C", "C", "C", "C", "O", "C", "C", "C", "C", "C", "C", "C", "O", "H", "H", "H", "H", "H", "H", "H", "H", "C", "C", "C", "C", "C", "C", "C", "O", "C", "C", "C", "C", "C", "C", "C", "O", "H", "H", "H", "H", "H", "H", "H", "H"],
  "xyz": [[2.065, -4.432, 0.908], [1.301, -3.348, 1.603], [2.301, -2.096, 2.261], [-0.018, -3.257, 1.749], [-1.038, -4.447, 1.019], [-0.700, -2.174, 2.495], [-0.648, -2.242, 3.794], [-1.227, -1.231, 4.495], [-1.208, -1.252, 5.898], [-1.759, -0.231, 6.600], [-2.354, 0.868, 5.931], [-2.886, 2.018, 6.698], [-2.509, 3.307, 6.344], [-3.013, 4.379, 7.064], [-3.839, 4.245, 8.096], [-4.199, 3.006, 8.431], [-3.761, 1.870, 7.769], [-2.387, 0.896, 4.571], [-1.826, -0.146, 3.825], [-1.859, -0.096, 2.464], [-1.335, -1.091, 1.799], [-1.391, -1.017, 0.297], [-2.644, -1.618, -0.352], [-3.963, -0.955, 0.056], [-4.506, -1.385, 1.430], [-5.867, -1.869, 1.381], [-6.906, -1.349, 2.106], [-8.033, -2.074, 1.830], [-7.666, -3.084, 0.902], [-6.328, -2.929, 0.649], [1.484, -4.898, 0.117], [3.005, -4.044, 0.526], [2.312, -5.211, 1.635], [-0.730, -2.089, 6.388], [-1.723, -0.234, 7.681], [-1.821, 3.461, 5.522], [-2.729, 5.388, 6.788], [-4.877, 2.912, 9.270], [-4.104, 0.890, 8.075], [-2.842, 1.734, 4.056], [-0.493, -1.453, -0.143], [-1.390, 0.049, 0.054], [-2.718, -2.694, -0.184], [-2.521, -1.489, -1.431], [-3.846, 0.129, 0.013], [-4.709, -1.220, -0.695], [-4.470, -0.554, 2.131], [-3.862, -2.163, 1.854], [-6.746, -0.501, 2.750], [-9.010, -1.901, 2.251], [-8.318, -3.833, 0.487], [-5.672, -3.500, 0.012], [0.798, -2.323, -2.654], [-0.183, -3.232, -2.269], [-1.247, -3.505, -3.110], [-1.341, -2.862, -4.338], [-0.364, -1.939, -4.718], [0.709, -1.677, -3.875], [-0.456, -1.210, -6.016], [0.396, -0.415, -6.349], [-1.635, -1.488, -6.886], [-1.769, -0.791, -8.080], [-2.850, -1.041, -8.908], [-3.800, -1.992, -8.550], [-3.673, -2.687, -7.360], [-2.594, -2.435, -6.521], [-2.491, -3.180, -5.234], [-3.314, -4.014, -4.923], [1.634, -2.119, -1.997], [-0.122, -3.721, -1.306], [-2.015, -4.212, -2.825], [1.463, -0.968, -4.186], [-1.021, -0.058, -8.349], [-2.954, -0.495, -9.836], [-4.641, -2.188, -9.201], [-4.405, -3.427, -7.067], [1.865, 9.358, 1.296], [1.541, 9.191, 2.638], [1.094, 7.965, 3.098], [0.961, 6.901, 2.215], [1.274, 7.071, 0.865], [1.732, 8.301, 0.411], [1.113, 5.955, -0.114], [1.394, 6.102, -1.283], [0.588, 4.656, 0.396], [0.381, 3.612, -0.498], [-0.101, 2.397, -0.043], [-0.373, 2.213, 1.310], [-0.167, 3.250, 2.204], [0.308, 4.476, 1.751], [0.493, 5.585, 2.732], [0.263, 5.409, 3.910], [2.221, 10.316, 0.940], [1.639, 10.021, 3.325], [0.843, 7.820, 4.140], [1.978, 8.418, -0.635], [0.597, 3.767, -1.546], [-0.269, 1.588, -0.743], [-0.755, 1.264, 1.666], [-0.376, 3.122, 3.257], [5.201, 0.715, -0.048], [4.158, -0.195, -0.169], [4.315, -1.335, -0.936], [5.512, -1.572, -1.594], [6.556, -0.651, -1.489], [6.397, 0.489, -0.710], [7.843, -0.865, -2.212], [8.755, -0.073, -2.115], [7.967, -2.086, -3.060], [9.138, -2.289, -3.779], [9.279, -3.420, -4.565], [8.255, -4.358, -4.631], [7.085, -4.161, -3.918], [6.934, -3.024, -3.135], [5.657, -2.821, -2.394], [4.765, -3.642, -2.438], [5.080, 1.601, 0.561], [3.219, -0.020, 0.339], [3.512, -2.054, -1.031], [7.217, 1.189, -0.630], [9.928, -1.554, -3.716], [10.191, -3.574, -5.127], [8.371, -5.243, -5.242], [6.279, -4.881, -3.963]],
  "forces_ev_per_a": [[-0.021, -0.107, 0.305], [-0.048, -0.133, -0.270], [0.010, 0.128, 0.183], [0.426, 0.157, -0.125], [-0.226, -0.305, 0.176], [-0.086, 0.016, 0.060], [-0.073, 0.015, -0.023], [-0.007, 0.003, -0.425], [0.215, -0.374, 0.153], [-0.190, 0.235, 0.246], [0.003, 0.056, 0.505], [-0.040, 0.050, 0.028], [-0.024, -0.052, -0.064], [0.041, -0.064, -0.055], [-0.086, -0.060, 0.064], [0.035, 0.078, -0.043], [0.129, -0.027, -0.025], [-0.121, 0.400, -0.260], [0.126, -0.381, -0.216], [-0.353, -0.522, 0.287], [-0.002, -0.144, -0.007], [-0.058, 0.207, 0.098], [-0.174, 0.055, -0.164], [0.071, -0.091, -0.072], [0.378, 0.018, -0.056], [-0.273, 0.075, 0.142], [0.132, 0.020, -0.067], [-0.095, -0.038, 0.024], [-0.082, 0.105, 0.127], [0.073, -0.086, -0.046], [0.009, 0.055, -0.071], [-0.028, 0.010, -0.166], [0.005, -0.001, -0.018], [-0.006, -0.009, 0.003], [-0.025, 0.023, 0.017], [0.007, 0.127, 0.044], [-0.010, 0.043, 0.063], [-0.019, 0.036, 0.013], [0.003, -0.006, 0.019], [-0.003, -0.045, -0.113], [-0.013, -0.096, 0.045], [-0.006, -0.139, -0.034], [0.097, 0.037, 0.057], [0.023, -0.025, 0.009], [-0.054, 0.051, 0.036], [-0.033, 0.033, 0.009], [-0.107, -0.011, 0.022], [-0.050, -0.090, -0.014], [-0.021, -0.004, 0.008], [-0.004, -0.003, -0.019], [0.056, -0.036, -0.062], [0.039, 0.040, 0.008], [-0.027, -0.029, 0.021], [0.080, 0.043, -0.040], [0.052, -0.026, 0.072], [0.010, 0.030, -0.053], [-0.059, -0.009, -0.013], [0.044, 0.007, 0.082], [0.033, 0.036, -0.035], [-0.007, -0.003, 0.012], [-0.004, -0.035, 0.052], [-0.035, 0.017, -0.084], [-0.008, -0.014, 0.014], [0.018, 0.007, 0.004], [-0.053, 0.015, -0.075], [0.046, 0.022, 0.038], [-0.034, -0.029, -0.004], [-0.007, 0.009, 0.015], [-0.037, -0.011, -0.036], [0.026, -0.011, -0.066], [-0.028, -0.006, -0.047], [-0.019, 0.021, -0.046], [0.039, -0.010, 0.043], [-0.001, -0.001, -0.008], [-0.006, 0.003, -0.005], [0.018, -0.012, 0.053], [-0.006, -0.011, 0.015], [0.002, -0.005, -0.015], [0.028, 0.086, 0.019], [0.012, -0.040, -0.030], [-0.034, -0.044, 0.030], [0.021, 0.087, 0.014], [-0.002, -0.045, -0.032], [0.007, 0.020, -0.007], [0.016, 0.063, 0.022], [-0.017, -0.088, -0.067], [0.056, 0.163, 0.043], [0.203, 0.009, -0.103], [-0.009, -0.009, -0.085], [-0.008, 0.061, 0.018], [-0.052, -0.184, -0.029], [-0.019, 0.110, 0.103], [-0.001, 0.009, 0.000], [0.008, 0.007, 0.003], [-0.008, -0.057, 0.000], [-0.020, -0.050, -0.021], [0.030, 0.060, -0.004], [0.051, 0.039, -0.040], [0.149, 0.498, -0.139], [0.019, 0.036, 0.031], [0.033, -0.045, -0.054], [-0.049, 0.076, 0.026], [-0.081, 0.038, 0.080], [0.067, -0.009, -0.045], [-0.008, -0.031, -0.028], [-0.056, 0.035, 0.060], [0.033, 0.033, 0.017], [-0.005, -0.002, -0.006], [-0.060, -0.001, 0.027], [0.054, -0.048, -0.049], [-0.018, -0.008, 0.007], [0.008, 0.013, 0.005], [0.048, -0.053, -0.060], [-0.005, 0.056, 0.018], [-0.005, -0.028, -0.001], [-0.021, -0.006, 0.004], [-0.011, 0.010, -0.009], [0.004, 0.036, 0.024], [0.081, -0.050, 0.010], [0.036, -0.021, -0.042], [-0.022, 0.035, 0.042], [0.007, -0.006, -0.002], [0.003, -0.003, -0.007], [-0.040, 0.028, 0.028]],
  "homo_ev": -8.17,
  "smiles": "C/C(Cl)=C(\\Cl)c1nc2ccc(-c3ccncc3)cc2nc1CCCCn1cccc1.O=C1c2ccccc2C(=O)c2ccccc21.O=C1c2ccccc2C(=O)c2ccccc21.O=C1c2ccccc2C(=O)c2ccccc21",
  "energy_ev": -112480.9093
}